[1]
The following is a DFT calculation (ωB97M-V/def2-TZVPD) of one molecule with the formula C3H4N2O.

As for the energy: -301.3566 hartree. Its highest occupied orbital energy is -9.29 eV. The HOMO-LUMO gap comes out at 9.579 eV. The total charge is 0.

Each line ends with the Mulliken charge.
Atoms and positions in Å:
O1 -0.87030 1.66471 0.11126  -0.50
C1 -0.94205 -0.74218 0.39387  -0.51
C2 -0.12514 0.53760 0.50782  0.42
C3 1.07108 0.27273 -0.37946  -0.21
N1 1.06414 -0.90760 -0.86011  -0.55
N2 -0.16890 -1.46362 -0.36928  0.15
H1 -1.78760 1.45301 0.33704  0.36
H2 0.23316 0.63519 1.54999  0.20
H3 1.90244 0.94079 -0.57530  0.42
H4 -0.37682 -2.39065 -0.71584  0.22

Force components x, y, z for each atom (eV/Å):
-0.1 0.1 0.1
0.4 -0.2 -0.3
0.1 -0.1 0.0
0.0 -0.2 -0.1
0.0 0.5 0.2
-0.4 -0.1 0.2
0.1 0.1 -0.1
-0.1 -0.1 -0.1
-0.1 -0.1 0.0
0.0 0.1 0.1



[2]
The following is a DFT calculation (ωB97M-V/def2-TZVPD) of one molecule with the formula C6H15B2FO3 in a non-equilibrium geometry.

As for the energy: -612.9974 hartree. Its highest occupied orbital energy is -9.63 eV. The SMILES is CCCCOB(CCF)B(O)O. The HOMO-LUMO gap comes out at 10.216 eV. The total charge is 0.

Each line ends with the Mulliken charge.
Atoms and positions in Å:
C1 -2.08802 2.70227 1.14948  -1.17
C2 -1.25156 1.70432 0.27917  -0.16
C3 -1.62434 0.20722 0.54662  -0.61
C4 -1.69945 -0.65864 -0.73568  -0.78
O1 -0.56083 -0.54810 -1.58869  -0.61
B1 0.65405 -0.88610 -0.92867  0.14
C5 0.77888 -2.12043 0.09746  -0.59
C6 2.00526 -2.02142 1.04211  -0.43
F1 3.18949 -2.35758 0.41449  -0.29
B2 1.94384 0.14132 -1.31330  0.88
O2 2.77988 0.73115 -0.36048  -0.57
O3 2.15154 0.46496 -2.68215  -0.61
H1 -1.40729 3.45799 1.56855  0.33
H2 -2.56904 2.15424 1.97473  0.35
H3 -2.85103 3.18268 0.51553  0.26
H4 -1.26734 1.94446 -0.79918  0.41
H5 -0.18629 1.80904 0.57407  0.10
H6 -2.65263 0.21819 0.96864  0.55
H7 -1.00056 -0.23431 1.34785  0.25
H8 -2.56329 -0.28584 -1.31933  0.41
H9 -1.95103 -1.70625 -0.47264  0.32
H10 -0.10266 -2.23623 0.75915  0.38
H11 0.87638 -3.09563 -0.42696  0.32
H12 2.12472 -1.02056 1.48778  0.27
H13 1.88665 -2.72078 1.89130  0.31
H14 3.19375 1.49660 -0.77059  0.28
H15 2.19093 -0.32256 -3.21926  0.30

Force components x, y, z for each atom (eV/Å):
0.5 -0.5 -0.7
0.8 -0.4 0.7
-0.8 0.4 -0.3
-1.3 0.1 0.2
1.5 -0.3 1.8
-0.9 -0.6 -0.3
0.3 0.1 0.4
-0.9 -0.1 0.8
0.1 0.0 -0.4
1.0 0.3 -0.9
-1.5 -0.2 -0.9
0.5 0.3 1.6
-0.5 -0.1 -0.1
0.1 0.4 -0.2
0.2 -0.1 0.5
-0.3 -0.1 0.5
-0.5 0.1 -0.3
0.4 -0.2 -0.3
-0.1 0.2 -0.5
0.5 -0.1 0.1
0.4 0.4 -0.2
0.3 0.0 -0.4
-0.1 0.5 0.0
0.0 -0.2 -0.4
0.0 0.1 -0.4
0.5 0.1 0.0
-0.4 -0.2 -0.4



Table of energy relative to the best compared isomer or geometry (same formula, charge and spin) (kcal per mole), in record order: 81.95, 14.36